# 1
Here is C2H3ClFNO2 in the gas phase at a distorted geometry from the OMol25 dataset. Energies are from ωB97M-V/def2-TZVPD.

Cartesian coordinates (Å):
C  -1.253  -0.248  0.074
C  0.257  -0.233  0.269
F  0.505  -0.260  1.608
Cl  1.164  -1.665  -0.623
N  1.112  0.882  -0.326
O  0.809  1.331  -1.407
O  2.073  1.174  0.314
H  -1.688  -1.283  0.363
H  -1.587  0.602  0.743
H  -1.392  -0.301  -1.016

Cartesian forces, eV/Å:
0.7 -1.3 0.0
0.5 -2.2 0.5
0.2 -0.1 -1.2
-1.2 1.0 1.1
-0.4 0.5 -0.2
-0.6 -0.2 0.0
0.7 0.3 0.6
1.0 1.9 0.2
-0.4 -1.0 -1.4
-0.5 1.2 0.4

## Properties
energy relative to the best compared isomer or geometry (same formula, charge and spin): 203.8 kJ/mol
SMILES string: C[C@@](F)(Cl)[N+](=O)[O-]
HOMO level: -11.688 eV
LUMO energy: -0.489 eV

---

# 2
Here is 2 unconnected molecules or ions with the total composition C3H9NS at a distorted geometry from the OMol25 dataset. Energies are from ωB97M-V/def2-TZVPD.

Cartesian coordinates (Å):
C  2.573  -1.297  -0.790
N  2.764  -0.227  -0.155
H  3.393  -1.917  -1.173
H  1.588  -1.661  -1.065
H  3.744  -0.060  0.048
C  -1.612  -1.028  -0.589
C  -1.311  0.458  -0.585
S  -1.118  1.146  1.102
H  -0.950  -1.583  0.069
H  -1.522  -1.427  -1.608
H  -2.675  -1.180  -0.390
H  -2.176  1.034  -0.914
H  -0.480  0.654  -1.260
H  0.236  0.975  1.195

Cartesian forces, eV/Å:
0.8 -0.3 -0.5
-0.7 0.1 0.4
0.0 -0.1 0.2
-0.3 0.3 0.2
0.2 0.0 -0.2
-0.6 -0.1 -0.9
-0.4 0.1 0.3
1.1 -0.1 -0.3
-0.2 -0.1 0.1
0.3 0.1 0.1
0.2 -0.2 0.7
0.1 -0.2 -0.4
0.2 0.4 0.4
-0.7 0.0 0.0

## Properties
energy relative to the best compared isomer or geometry (same formula, charge and spin): 112.0 kJ/mol
SMILES string: C=N.CCS
HOMO level: -8.782 eV
LUMO energy: 0.985 eV

---

# 3
Here is 8 unconnected molecules or ions with the total composition C20H51BrN15O12P at a distorted geometry from the OMol25 dataset. Energies are from ωB97M-V/def2-TZVPD.

Cartesian coordinates (Å):
C  0.144  -2.327  -2.143
C  -1.358  -1.960  -1.744
C  -1.537  -1.458  -0.250
O  -1.199  -2.240  0.677
O  -2.090  -0.207  0.135
C  -1.272  0.427  1.157
C  -1.249  2.038  1.053
C  -0.218  2.610  -0.043
P  0.215  1.415  -1.478
O  -1.246  1.275  -2.397
Br  1.771  2.331  -2.848
C  -0.710  3.948  -0.847
C  0.335  5.050  -0.339
C  1.506  5.572  -1.297
C  2.971  5.004  -0.974
C  3.915  6.233  -0.553
C  4.718  6.780  -1.839
N  5.086  8.219  -1.559
C  0.677  4.463  1.097
O  0.743  4.984  2.216
O  0.901  3.064  0.801
H  0.390  -3.359  -1.705
H  0.919  -1.579  -1.766
H  0.267  -2.431  -3.273
H  -1.839  -1.214  -2.467
H  -1.964  -2.931  -1.846
H  -1.677  0.199  2.211
H  -0.178  0.034  1.165
H  -2.296  2.487  0.925
H  -0.886  2.394  2.084
H  -1.284  1.982  -3.083
H  -1.679  4.275  -0.315
H  -0.823  3.867  -1.981
H  -0.305  5.997  -0.214
H  1.520  6.720  -1.322
H  1.226  5.253  -2.367
H  2.999  4.118  -0.264
H  3.390  4.617  -1.975
H  3.343  7.126  -0.126
H  4.676  5.895  0.244
H  5.645  6.135  -2.046
H  3.973  6.752  -2.713
H  5.976  8.167  -1.049
H  5.181  8.719  -2.453
N  -0.044  -6.559  3.511
C  -0.627  -5.652  2.687
N  -0.649  -4.389  3.176
O  -1.094  -5.952  1.596
H  0.340  -6.322  4.407
H  -0.003  -7.512  3.194
H  -1.072  -3.674  2.601
H  -0.268  -4.138  4.070
N  -1.495  -6.001  -5.198
C  -0.849  -5.241  -4.280
N  0.177  -5.870  -3.651
O  -1.164  -4.083  -4.039
H  -1.245  -6.950  -5.402
H  -2.264  -5.574  -5.692
H  0.687  -5.346  -2.960
H  0.441  -6.819  -3.842
N  -4.010  -1.946  -7.914
C  -3.648  -2.924  -7.044
N  -4.048  -2.714  -5.765
O  -3.013  -3.911  -7.385
H  -4.531  -1.133  -7.643
H  -3.735  -2.058  -8.875
H  -3.801  -3.411  -5.081
H  -4.569  -1.906  -5.476
N  -3.292  -8.385  3.185
C  -4.587  -7.979  3.161
N  -4.758  -6.683  2.795
O  -5.519  -8.717  3.443
H  -2.521  -7.782  2.953
H  -3.111  -9.338  3.449
H  -5.700  -6.333  2.762
H  -3.996  -6.071  2.561
N  7.419  3.166  1.217
C  6.765  4.340  1.411
N  6.429  4.588  2.703
O  6.501  5.109  0.499
H  7.639  2.528  1.960
H  7.688  2.937  0.276
H  5.942  5.447  2.896
H  6.641  3.963  3.458
N  -5.076  0.437  4.909
C  -3.987  0.097  4.171
N  -4.215  0.023  2.835
O  -2.893  -0.125  4.669
H  -5.978  0.620  4.509
H  -4.956  0.504  5.906
H  -3.437  -0.226  2.246
H  -5.110  0.203  2.418
N  2.369  0.128  4.125
C  1.788  1.037  3.299
N  1.774  2.305  3.782
O  1.318  0.737  2.211
H  2.757  0.364  5.019
H  2.403  -0.827  3.809
H  1.354  3.017  3.205
H  2.157  2.558  4.673

Cartesian forces, eV/Å:
0.5 -0.3 0.2
-1.1 0.4 -0.5
0.9 -2.6 2.8
-0.9 2.5 -2.9
1.5 -0.9 -1.3
1.0 0.8 1.8
-0.4 -0.9 -0.3
-0.9 2.1 -0.5
-0.6 -2.7 0.5
2.0 1.9 0.4
-0.8 0.3 0.3
0.0 0.6 2.2
-1.7 1.9 0.2
0.2 -1.0 -0.5
0.4 1.0 -1.0
0.8 -0.5 0.2
-1.0 0.0 0.8
0.0 -1.3 -0.6
0.5 0.3 -0.4
0.1 -2.1 -3.5
-0.6 1.6 0.2
-0.3 1.6 -0.5
-1.2 -0.9 -0.4
-0.5 0.3 1.7
0.9 -0.9 1.1
0.9 1.5 0.3
0.7 0.2 -1.6
-2.2 0.7 -0.3
1.4 -0.8 -0.1
-0.4 -0.6 -1.7
-0.2 -0.6 0.6
1.1 -0.6 -1.4
0.2 0.1 1.7
0.9 -1.4 0.3
0.0 -1.8 0.3
0.2 0.4 1.6
-0.2 1.3 -0.7
-0.5 0.4 1.6
0.6 -1.3 -0.6
-1.3 0.7 -1.4
-1.5 0.7 0.2
1.3 0.0 1.0
-0.4 0.5 -0.5
0.4 -0.3 0.7
0.2 -0.9 0.3
-0.1 0.5 -0.3
-0.2 0.5 -0.1
-0.2 -0.3 0.2
0.0 0.0 -0.1
0.1 0.1 0.1
0.2 0.0 0.0
-0.1 0.0 -0.1
-0.5 0.0 -0.3
-0.2 0.1 -0.1
0.5 0.1 0.4
-0.2 -0.2 -0.1
0.0 0.1 0.0
0.2 0.0 -0.2
-0.1 -0.1 -0.1
0.0 0.1 0.0
0.0 0.3 -0.6
0.1 -0.2 0.2
-0.1 -0.2 0.5
-0.1 -0.1 0.0
0.1 -0.1 0.0
0.0 0.0 0.1
0.1 0.2 0.0
0.1 -0.1 0.0
0.6 -0.4 0.2
-0.3 -0.2 0.1
-0.3 0.6 -0.1
0.1 0.1 0.0
-0.1 0.0 -0.1
-0.1 0.1 0.0
0.2 -0.1 0.0
0.0 -0.1 -0.1
0.3 -0.4 -0.3
0.0 0.1 -0.2
-0.3 0.4 0.5
0.4 -0.2 0.2
0.0 0.0 -0.1
0.0 0.0 0.1
0.1 -0.1 0.0
0.0 0.0 -0.1
-0.3 0.2 0.6
0.3 -0.1 0.0
0.1 -0.1 -0.5
-0.1 0.0 0.0
0.1 0.0 0.0
0.0 0.0 -0.2
-0.3 0.0 0.0
0.1 0.0 0.0
0.3 -0.7 0.1
-0.1 0.2 -0.2
-0.2 0.4 -0.1
0.4 -0.2 0.4
-0.1 0.0 -0.1
0.0 0.1 0.1
0.1 0.1 0.1
-0.1 0.0 -0.1

## Properties
energy relative to the best compared isomer or geometry (same formula, charge and spin): 385.6 kJ/mol
SMILES string: CCC(=O)OCC[C@@]1(P(O)Br)C[C@H](CCCCN)C(=O)O1.NC(N)=O.NC(N)=O.NC(N)=O.NC(N)=O.NC(N)=O.NC(N)=O.NC(N)=O
HOMO level: -8.501 eV
LUMO energy: 0.342 eV

---

# 4
Here is 2 unconnected molecules or ions with the total composition C4H6N2O2P at a distorted geometry from the OMol25 dataset. Energies are from ωB97M-V/def2-TZVPD.

Cartesian coordinates (Å):
C  2.798  -0.005  0.479
C  2.570  1.308  0.422
C  0.729  0.160  -0.125
C  -2.195  -1.648  -0.219
N  1.703  -0.742  0.094
N  1.192  1.424  0.016
O  -3.046  0.783  0.732
O  -2.485  0.811  -1.796
P  -2.316  0.222  -0.435
H  3.823  -0.522  0.729
H  3.173  2.241  0.564
H  -1.376  -2.116  -0.736
H  -2.057  -1.928  0.825
H  -3.055  -2.214  -0.518
H  0.542  2.227  -0.032

Cartesian forces, eV/Å:
2.7 -2.0 0.1
-1.0 3.4 -0.2
-2.0 -0.7 -0.4
0.4 0.4 0.2
-0.7 0.6 0.3
1.1 0.0 0.5
0.9 -0.2 -0.1
0.7 -0.9 0.9
-0.1 -0.8 -0.3
-2.2 1.1 -0.5
-0.5 -1.3 0.0
0.6 0.4 -0.4
0.1 0.7 0.2
-1.0 0.3 -0.5
1.2 -0.8 0.1

## Properties
energy relative to the best compared isomer or geometry (same formula, charge and spin): 294.9 kJ/mol
HOMO level (spin up / spin down): -3.935 / -3.934 eV
LUMO energy (spin up / spin down): 3.721 / 3.721 eV
charge: -1

---

# 5
Here is a molecular structure, C16H30ClN3O5Ta at a distorted geometry from the OMol25 dataset. Energies are from ωB97M-V/def2-TZVPD.

Cartesian coordinates (Å):
N  -4.493  1.632  1.371
C  -3.086  1.988  1.011
C  -3.048  2.677  -0.465
C  -3.206  1.620  -1.666
Ta  -1.276  0.474  -2.242
Cl  0.021  1.601  -0.405
C  -2.023  -1.262  -0.860
C  -3.181  -2.095  -1.634
O  -4.146  -1.562  -2.249
C  0.464  -0.889  -2.891
C  1.812  -0.788  -2.022
C  1.829  -1.795  -0.734
C  1.899  -1.038  0.665
C  0.714  -1.085  1.698
C  0.769  -0.393  3.094
C  2.045  0.381  3.533
C  3.219  0.460  2.529
C  3.157  -0.239  1.125
H  -4.661  1.903  2.346
H  -4.700  0.640  1.205
H  -2.678  2.718  1.811
H  -2.364  1.083  1.051
H  -2.172  3.409  -0.583
H  -4.000  3.340  -0.490
H  -3.508  2.223  -2.609
H  -4.108  0.938  -1.446
H  -0.822  1.810  -3.465
H  -2.274  -0.298  -3.625
H  -2.473  -0.900  0.126
H  -1.153  -1.993  -0.747
H  -3.150  -3.254  -1.645
H  0.103  -1.991  -2.894
H  0.728  -0.664  -3.998
H  2.661  -1.195  -2.702
H  2.136  0.276  -1.752
H  0.965  -2.555  -0.778
H  2.789  -2.440  -0.797
H  -0.257  -1.650  1.460
H  -0.131  -0.471  3.810
H  2.087  0.867  4.568
H  4.146  1.055  2.861
H  4.087  -0.161  0.453
C  2.835  -6.113  0.981
N  2.225  -5.478  -0.216
O  2.984  -5.107  -1.100
O  1.010  -5.375  -0.225
H  3.916  -6.138  0.853
H  2.563  -5.510  1.847
H  2.432  -7.122  1.059
C  0.937  5.015  0.481
N  1.838  6.105  0.942
O  2.975  5.797  1.263
O  1.372  7.234  0.965
H  1.481  4.073  0.512
H  0.082  4.989  1.156
H  0.631  5.250  -0.537

Cartesian forces, eV/Å:
0.7 0.1 0.3
1.1 0.4 -0.5
-1.2 0.4 0.5
-0.6 0.3 0.0
0.1 0.8 0.8
-0.4 -0.4 -0.9
-1.4 -1.9 -1.1
-1.5 1.9 -0.8
2.9 -1.9 2.3
0.2 -0.7 -0.3
0.9 -1.2 -0.7
0.7 0.4 0.5
-0.1 1.5 3.7
2.3 1.5 1.2
2.9 0.1 -2.2
-0.5 -1.8 -3.6
-2.7 -1.6 -0.6
-2.4 -0.2 2.2
0.0 -0.6 -0.7
0.2 0.7 0.3
-0.7 -1.0 -1.3
-1.2 1.4 -0.2
-1.0 -1.4 0.1
1.4 -0.9 0.2
0.5 -0.9 1.3
1.3 1.0 -0.3
-0.2 -0.3 0.0
0.8 0.6 0.6
0.7 -0.5 -1.2
-1.2 0.9 0.4
0.3 1.4 0.1
0.7 1.5 0.0
-0.4 -0.2 1.7
-1.2 0.7 1.0
-0.8 -1.5 -0.2
1.2 1.4 0.2
-1.5 1.1 0.1
1.8 1.0 0.2
1.6 0.1 -1.4
0.0 -0.8 -1.8
-1.6 -1.1 -0.8
-1.7 -0.2 1.1
0.3 -0.1 0.2
0.0 0.3 -0.4
-0.6 -0.2 0.4
0.6 0.0 -0.1
-0.2 0.1 -0.1
-0.1 -0.1 -0.1
-0.1 0.2 0.0
0.0 -0.4 -0.1
0.1 0.0 0.0
-0.5 0.4 -0.1
0.4 -0.4 0.1
-0.1 0.2 0.0
0.0 0.1 -0.2
-0.1 0.0 0.2

## Properties
HOMO level: -4.775 eV
LUMO energy: 1.878 eV
charge: -1

---

# 6
Here is 5 unconnected molecules or ions with the total composition C20H29BBr2FNO13 at a distorted geometry from the OMol25 dataset. Energies are from ωB97M-V/def2-TZVPD.

Cartesian coordinates (Å):
C  1.229  0.463  2.142
C  1.207  0.696  0.643
Br  -0.378  -0.130  -0.112
C  2.513  0.225  -0.012
Br  3.216  -1.456  0.720
B  2.465  -0.013  -1.558
F  1.872  -1.014  -2.105
O  3.123  0.818  -2.491
C  3.043  2.060  -2.174
N  3.190  3.115  -1.693
H  2.206  0.701  2.535
H  0.984  -0.553  2.393
H  0.525  1.133  2.619
H  1.148  1.764  0.500
H  3.253  0.972  0.232
C  4.885  -6.794  -0.091
C  4.823  -6.148  1.268
C  3.909  -6.833  2.257
O  3.475  -5.736  3.081
C  3.546  -4.614  2.329
O  3.073  -3.564  2.618
O  4.219  -4.845  1.181
H  3.929  -6.706  -0.595
H  5.624  -6.295  -0.718
H  5.151  -7.848  -0.019
H  5.827  -6.028  1.685
H  4.417  -7.585  2.855
H  3.031  -7.279  1.784
C  -2.002  3.513  -2.766
C  -2.812  3.532  -1.492
C  -3.048  4.910  -0.919
O  -3.152  4.643  0.487
C  -2.446  3.510  0.738
O  -2.169  3.122  1.822
O  -2.102  2.892  -0.417
H  -0.979  3.837  -2.574
H  -1.949  2.503  -3.169
H  -2.448  4.163  -3.519
H  -3.755  2.998  -1.634
H  -3.961  5.372  -1.289
H  -2.208  5.590  -1.084
C  -5.391  5.754  2.203
C  -5.537  6.550  3.476
C  -6.562  6.008  4.445
O  -7.002  7.193  5.121
C  -6.813  8.240  4.279
O  -7.244  9.329  4.450
O  -6.063  7.864  3.212
H  -6.300  5.824  1.602
H  -4.580  6.149  1.603
H  -5.181  4.707  2.416
H  -4.565  6.668  3.961
H  -6.143  5.298  5.153
H  -7.420  5.553  3.943
C  0.866  -4.061  -4.643
C  1.724  -4.602  -3.526
C  3.185  -4.763  -3.877
O  3.580  -5.857  -3.037
C  2.477  -6.605  -2.792
O  2.490  -7.676  -2.280
O  1.361  -5.958  -3.198
H  0.805  -4.778  -5.462
H  -0.150  -3.886  -4.293
H  1.268  -3.121  -5.019
H  1.602  -3.995  -2.626
H  3.775  -3.878  -3.653
H  3.343  -5.049  -4.920

Cartesian forces, eV/Å:
-0.3 0.4 0.0
0.8 -0.5 0.7
-0.1 0.1 -0.1
-0.3 0.0 -0.4
-0.2 0.3 -0.3
0.4 0.3 0.6
-0.4 -1.2 -0.7
-0.8 -0.1 -0.5
1.6 2.2 1.6
-0.8 -1.3 -1.2
0.4 0.0 0.1
0.0 -0.4 0.1
-0.3 0.0 0.1
-0.3 0.3 -0.5
0.3 0.2 0.1
0.1 0.3 -0.1
0.1 -0.3 -0.4
0.0 0.0 0.2
0.0 -0.1 -0.1
0.0 -0.1 -0.1
-0.1 0.0 0.3
0.1 0.0 0.2
-0.1 -0.2 0.1
0.0 0.0 0.0
0.0 0.0 0.1
0.0 0.1 0.1
0.0 0.1 0.2
0.0 0.0 -0.1
0.2 -0.3 0.1
0.2 0.1 -0.4
-0.2 0.1 0.1
0.2 -0.1 -0.3
0.0 0.0 -0.2
0.1 -0.1 0.3
-0.2 0.2 0.1
0.0 0.1 0.0
0.0 0.0 0.0
-0.1 0.0 0.0
0.0 0.0 0.1
-0.1 0.0 0.2
0.1 -0.1 -0.1
-0.2 0.4 -0.2
0.0 -0.3 -0.3
0.0 0.0 0.2
0.0 -0.1 -0.1
0.1 -0.1 -0.1
-0.1 0.3 0.1
0.0 -0.1 0.2
-0.1 -0.1 0.1
0.1 0.0 0.0
0.1 0.0 0.1
0.0 0.0 0.1
0.0 0.1 0.1
0.0 0.0 -0.1
-0.3 -0.2 0.0
-0.2 0.2 -0.3
0.2 0.1 0.1
0.0 0.0 -0.1
-0.2 0.2 -0.1
0.0 -0.2 0.1
0.2 0.1 0.1
0.1 0.0 0.0
0.0 0.1 0.0
0.0 0.0 0.1
0.1 0.0 0.0
0.1 -0.1 0.1
-0.1 0.0 0.0

## Properties
SMILES string: C[C@H](Br)[C@@H](Br)B(F)OC#N.C[C@@H]1COC(=O)O1.C[C@@H]1COC(=O)O1.C[C@@H]1COC(=O)O1.C[C@@H]1COC(=O)O1
HOMO level: -10.209 eV
LUMO energy: 0.109 eV